No. 1
91
Properties=species:S:1:pos:R:3:lowdin_charge:R:1 method="wB97M-V/def2-TZVPD" e_homo_ev=-1.6042 largest_force_ev_per_a=1.18 e_above_lowest_ev=1.8649 charge=-2
Rb 0.398 -0.492 -1.110 0.8051
C 1.849 2.873 0.532 -0.0208
C 0.527 2.737 -0.176 -0.3340
N -0.361 2.022 0.395 -0.0125
N -1.576 1.881 -0.224 -0.1115
C -2.568 1.534 0.527 -1.2024
S -2.657 1.209 2.190 0.3660
S -4.087 1.361 -0.477 0.7960
C -5.170 2.575 0.373 -0.4615
C -4.812 3.992 0.030 -0.2901
C -5.525 4.692 -0.940 -0.0624
C -5.175 5.989 -1.289 -0.1094
C -4.097 6.607 -0.675 -0.1136
C -3.384 5.923 0.300 -0.0891
C -3.743 4.633 0.658 -0.0381
C 0.447 3.445 -1.486 -0.1417
C 0.133 4.790 -1.551 -0.0792
C 0.160 5.493 -2.753 -0.1584
C 0.515 4.807 -3.913 -0.1527
C 0.829 3.465 -3.877 -0.0471
C 0.812 2.704 -2.666 -0.4417
O 1.134 1.473 -2.626 -0.2835
H 1.784 2.493 1.551 0.0523
H 2.607 2.306 -0.019 0.0756
H 2.156 3.920 0.544 0.0771
H -6.175 2.332 0.027 0.0590
H -5.075 2.370 1.440 0.0349
H -6.362 4.210 -1.435 0.1027
H -5.741 6.517 -2.048 0.0892
H -3.809 7.613 -0.959 0.0892
H -2.538 6.393 0.787 0.0967
H -3.185 4.104 1.421 0.0918
H -0.143 5.311 -0.638 0.0988
H -0.085 6.548 -2.781 0.0680
H 0.548 5.339 -4.860 0.0790
H 1.100 2.929 -4.782 0.0920
O 2.698 -4.761 -3.221 0.0008
C 2.332 -3.789 -2.548 -0.4796
N 1.093 -3.397 -2.277 0.1406
C -0.007 -4.129 -2.158 -0.4971
O -0.156 -5.229 -1.619 0.0181
C -1.224 -3.436 -2.744 -0.2015
C -1.872 -4.028 -3.828 -0.0163
C -2.956 -3.380 -4.391 -0.0856
C -3.379 -2.177 -3.841 -0.0731
C -2.694 -1.684 -2.742 -0.1291
N -1.635 -2.288 -2.210 0.0545
C 3.406 -2.843 -2.036 -0.1872
C 4.714 -3.320 -1.936 -0.0164
C 5.705 -2.469 -1.482 -0.0847
C 5.367 -1.162 -1.154 -0.0844
C 4.041 -0.778 -1.290 -0.1610
N 3.083 -1.594 -1.713 0.0727
H -1.507 -4.970 -4.216 0.1140
H -3.469 -3.803 -5.247 0.0947
H -4.219 -1.633 -4.252 0.0952
H -3.007 -0.761 -2.261 0.0799
H 4.913 -4.342 -2.227 0.1066
H 6.730 -2.810 -1.391 0.0950
H 6.110 -0.458 -0.803 0.0966
H 3.727 0.235 -1.054 0.1033
N 4.313 0.977 6.083 0.0641
C 4.837 0.194 5.107 -0.8112
S 6.403 -0.335 5.273 0.6216
C 3.976 -0.110 3.959 -0.2422
C 4.376 -1.008 2.967 -0.0299
C 3.511 -1.304 1.929 -0.1157
N 2.297 -0.771 1.809 0.0975
C 1.909 0.089 2.745 -0.1244
C 2.698 0.446 3.824 -0.0066
H 4.871 1.046 6.917 0.0777
H 3.314 1.039 6.193 0.0888
H 5.351 -1.469 3.027 0.0790
H 3.789 -2.014 1.158 0.1048
H 0.912 0.507 2.620 0.1062
H 2.316 1.173 4.528 0.1042
C -2.767 -3.821 2.636 -0.0400
C -1.350 -4.242 2.224 -0.5881
C -1.390 -5.521 1.383 -0.0493
C -0.465 -4.440 3.461 -0.0481
C -0.779 -3.150 1.427 -0.1590
N -0.356 -2.238 0.875 0.1218
H -3.216 -4.596 3.261 0.0809
H -3.389 -3.675 1.753 0.0925
H -2.748 -2.882 3.191 0.0898
H -1.823 -6.335 1.972 0.0822
H -0.392 -5.805 1.052 0.0843
H -1.980 -5.376 0.481 0.0851
H -0.884 -5.227 4.091 0.0803
H -0.401 -3.519 4.042 0.0868
H 0.544 -4.729 3.163 0.0873

***

No. 2
88
Properties=species:S:1:pos:R:3:lowdin_charge:R:1 method="wB97M-V/def2-TZVPD" e_homo_ev="-18.2038 / -18.3718" s2=8.78 largest_force_ev_per_a=0.36 e_above_lowest_ev=0.3276 spin_multiplicity=6 charge=+4
Fe -0.187 1.051 1.832 0.8855
O -0.330 5.325 2.443 0.2328
C -0.088 4.058 2.296 -0.4174
O -0.856 3.227 1.826 0.0270
C 1.261 3.626 2.772 -0.1397
C 2.237 4.457 3.297 0.0882
C 3.436 3.878 3.692 0.0518
C 3.607 2.503 3.563 0.0709
C 2.566 1.756 3.038 -0.1421
N 1.422 2.314 2.642 0.1053
C 2.518 0.269 2.837 -0.4175
O 3.473 -0.516 3.248 0.2238
O 1.537 -0.213 2.285 -0.0212
H -1.229 5.575 2.164 0.1806
H 2.062 5.520 3.394 0.1507
H 4.229 4.489 4.103 0.1478
H 4.542 2.053 3.873 0.1404
H 4.204 -0.072 3.705 0.1500
C -4.037 2.361 -2.585 -0.0140
C -3.073 3.100 -1.920 -0.0491
C -2.448 2.581 -0.771 -0.1789
C -2.886 1.338 -0.256 -0.2689
C -3.838 0.598 -0.929 0.0180
C -4.403 1.113 -2.094 0.0221
N -2.314 0.874 0.980 0.0214
N -3.143 0.307 1.706 0.1524
C -2.653 -0.183 2.940 -0.2846
C -3.557 -0.806 3.772 0.0594
C -3.086 -1.323 4.978 0.0237
C -1.742 -1.203 5.273 0.0132
C -0.904 -0.556 4.369 -0.0723
N -1.349 -0.037 3.225 0.0358
H -4.512 2.756 -3.472 0.1393
H -2.796 4.087 -2.269 0.1346
H -1.858 3.233 -0.138 0.0983
H -4.149 -0.365 -0.546 0.1299
H -5.157 0.533 -2.612 0.1402
H -4.595 -0.874 3.477 0.1407
H -3.764 -1.813 5.665 0.1413
H -1.333 -1.593 6.195 0.1346
H 0.151 -0.444 4.580 0.1191
C -0.829 -3.810 -0.498 -0.3128
As 0.649 -2.650 0.047 1.1799
C 1.684 -2.658 -1.611 -0.3036
C 1.756 -3.944 1.207 -0.2773
C 1.999 -5.178 0.492 -0.2478
C 3.161 -5.328 -0.327 -0.0030
C 3.422 -6.515 -0.945 0.0048
C 2.520 -7.593 -0.794 0.0670
C 1.358 -7.465 -0.001 0.0046
C 1.094 -6.279 0.618 0.0002
H -0.522 -4.567 -1.217 0.0397
H -1.601 -3.187 -0.953 0.0105
H -1.268 -4.292 0.375 0.0296
H 1.710 -3.642 -2.075 0.0372
H 2.700 -2.313 -1.419 0.0342
H 1.219 -1.961 -2.307 0.0084
H 1.149 -4.068 2.101 0.0880
H 2.659 -3.376 1.423 0.0834
H 3.850 -4.499 -0.418 0.1299
H 4.316 -6.647 -1.539 0.1361
H 2.724 -8.532 -1.294 0.1413
H 0.697 -8.313 0.118 0.1362
H 0.219 -6.171 1.245 0.1288
Ge -0.564 1.765 -1.855 1.1698
C -1.171 0.675 -3.283 -0.3367
C -1.473 1.228 -4.532 -0.0882
C -1.852 0.400 -5.576 -0.0294
C -1.932 -0.974 -5.380 -0.0217
C -1.638 -1.528 -4.141 -0.0509
C -1.259 -0.705 -3.093 -0.1373
C 0.510 3.334 -1.958 -0.3323
C 0.292 4.334 -2.908 -0.0861
C 1.164 5.409 -2.993 -0.0300
C 2.259 5.486 -2.142 -0.0259
C 2.485 4.492 -1.198 -0.0604
C 1.612 3.419 -1.101 -0.1371
H -0.150 0.935 -0.600 -0.0053
H -1.404 2.295 -4.705 0.1058
H -2.078 0.823 -6.546 0.1284
H -2.226 -1.616 -6.201 0.1288
H -1.709 -2.599 -3.999 0.1160
H -1.046 -1.134 -2.118 0.0556
H -0.547 4.285 -3.591 0.1007
H 0.997 6.181 -3.732 0.1292
H 2.943 6.319 -2.223 0.1285
H 3.355 4.549 -0.555 0.1136
H 1.809 2.632 -0.378 0.0765

***

No. 3
87
Properties=species:S:1:pos:R:3:lowdin_charge:R:1 method="wB97M-V/def2-TZVPD" e_homo_ev="-6.3029 / -6.4792" s2=0.79 largest_force_ev_per_a=0.85 e_above_lowest_ev=1.2512 spin_multiplicity=2
Au 0.036 0.047 0.117 0.8182
N -3.563 -2.383 -0.351 0.0514
C -2.318 -1.831 -0.378 -0.8741
S -1.683 -1.293 1.158 0.6089
N -1.736 -1.800 -1.544 -0.0221
N -0.502 -1.151 -1.542 -0.1666
C 0.305 -1.606 -2.457 -0.1263
C 1.628 -1.195 -2.751 -0.2091
C 2.451 -2.116 -3.441 -0.0361
C 3.803 -1.993 -3.463 -0.0720
C 4.398 -0.904 -2.755 -0.0689
C 3.608 0.041 -2.212 -0.0633
N 2.226 -0.021 -2.286 0.0142
H -3.979 -2.624 0.532 0.0714
H -3.869 -2.863 -1.179 0.0890
H -0.065 -2.441 -3.047 0.1230
H 1.966 -2.970 -3.891 0.1158
H 4.418 -2.717 -3.976 0.1020
H 5.468 -0.801 -2.669 0.1051
H 4.008 0.925 -1.742 0.1211
N -1.005 5.918 -1.743 0.1601
C -0.480 4.902 -1.830 -0.1728
C 0.208 3.642 -1.949 -0.2243
C 1.229 3.327 -1.062 -0.0276
C 1.875 2.108 -1.157 -0.0563
C 1.510 1.207 -2.155 -0.2407
C 0.487 1.519 -3.040 -0.0029
C -0.167 2.732 -2.929 -0.0019
H 1.488 4.018 -0.273 0.1226
H 2.630 1.854 -0.424 0.0917
H 0.203 0.823 -3.817 0.1225
H -0.969 2.976 -3.611 0.1256
C 5.815 -0.103 8.313 -0.0483
C 5.049 0.042 7.029 -0.2637
C 5.366 -0.719 5.913 -0.0140
C 4.658 -0.611 4.722 -0.2928
C 5.067 -1.479 3.563 -0.0672
C 3.591 0.293 4.652 -0.3326
Te 2.626 0.598 2.713 1.6833
N 0.796 1.257 1.593 -0.2741
C 0.044 2.361 1.622 -0.6638
O -0.877 2.512 0.808 -0.0111
C 0.319 3.457 2.602 -0.1793
C -0.761 4.024 3.274 -0.0128
C -0.556 5.064 4.163 -0.0685
C 0.722 5.574 4.362 -0.0856
C 1.795 5.032 3.672 -0.0886
C 1.593 3.968 2.804 -0.0966
C 1.775 -1.330 2.655 -0.3943
C 2.235 -2.257 1.725 -0.3316
C 3.286 -1.973 0.681 -0.0882
C 1.677 -3.535 1.733 -0.0128
C 0.678 -3.894 2.615 -0.2658
C 0.084 -5.273 2.603 -0.0417
C 0.218 -2.934 3.511 -0.0418
C 0.743 -1.653 3.548 -0.3214
C 0.177 -0.661 4.520 -0.0548
C 3.252 1.075 5.758 -0.3036
C 2.116 2.062 5.784 -0.0696
C 3.992 0.931 6.930 -0.0171
H 6.740 -0.659 8.161 0.0741
H 5.228 -0.636 9.062 0.0839
H 6.071 0.869 8.735 0.0798
H 6.193 -1.418 5.967 0.1148
H 5.965 -2.040 3.811 0.0803
H 5.276 -0.891 2.666 0.0649
H 4.281 -2.190 3.305 0.0711
H -1.754 3.645 3.074 0.1223
H -1.398 5.494 4.690 0.1041
H 0.878 6.397 5.047 0.1016
H 2.789 5.434 3.809 0.1052
H 2.436 3.547 2.262 0.0799
H 3.677 -0.954 0.717 0.0085
H 2.865 -2.126 -0.315 0.0708
H 4.129 -2.657 0.795 0.0892
H 2.026 -4.255 1.002 0.1232
H 0.357 -5.813 1.699 0.0749
H -1.003 -5.230 2.658 0.0809
H 0.430 -5.856 3.458 0.0836
H -0.592 -3.183 4.186 0.1225
H -0.720 -1.064 4.987 0.0850
H -0.090 0.275 4.022 0.0649
H 0.894 -0.426 5.306 0.0710
H 1.589 2.138 4.834 0.0221
H 2.473 3.059 6.042 0.0859
H 1.382 1.778 6.541 0.0918
H 3.725 1.537 7.789 0.1247